Record 1
C28H51N7O6PSr as an isolated structure in a non-equilibrium geometry. Source: the Open Molecules 2025 dataset; level of theory: wB97M-V/def2-TZVPD.

The geometry in XYZ format:
```
94
Properties=species:S:1:pos:R:3:lowdin_charge:R:1
Sr -0.34 0.24 -0.52 1.6519
C 3.85 1.55 0.50 -0.0944
C 3.39 2.84 0.68 -0.0965
C 3.01 3.61 -0.41 -0.1032
C 3.05 3.07 -1.69 -0.0769
C 3.52 1.78 -1.87 -0.0810
C 3.93 1.03 -0.78 -0.1064
H 4.18 0.97 1.35 0.0990
H 3.36 3.27 1.68 0.1049
H 2.70 4.64 -0.28 0.1096
H 2.75 3.67 -2.54 0.1131
H 3.59 1.37 -2.87 0.1071
H 4.34 0.04 -0.94 0.0825
N -0.36 2.11 1.38 0.0308
C -0.32 3.46 0.78 -0.2684
C -1.21 4.51 1.47 -0.1377
C -2.67 4.13 1.77 -0.1599
C -3.49 3.67 0.56 -0.1389
N -3.51 4.68 -0.49 0.1059
C -4.42 5.57 -0.73 -0.4306
N -5.51 5.72 0.05 0.2049
N -4.27 6.41 -1.77 0.2011
C -0.53 3.33 -0.76 -0.6068
O -0.99 4.31 -1.38 -0.0138
O -0.17 2.24 -1.26 -0.2293
H -1.33 1.89 1.60 0.0519
H 0.15 2.11 2.26 0.0961
H 0.71 3.81 0.86 0.1215
H -1.20 5.40 0.84 0.1133
H -0.74 4.78 2.42 0.1164
H -3.16 5.02 2.19 0.1127
H -2.72 3.36 2.54 0.1069
H -4.51 3.42 0.86 0.1189
H -3.07 2.77 0.11 0.1039
H -2.61 4.69 -1.03 0.1145
H -5.70 5.06 0.79 0.1082
H -6.26 6.32 -0.22 0.1225
H -3.46 6.31 -2.36 0.1314
H -4.94 7.11 -1.99 0.1205
C -3.51 -0.49 2.20 0.0078
C -2.56 -1.12 1.19 -0.4985
C -2.67 -2.63 1.21 -0.0024
O -1.20 -0.71 1.48 -0.1659
C -2.88 -0.54 -0.21 -0.6565
O -3.53 -1.20 -1.01 0.0631
O -2.39 0.63 -0.39 -0.2716
H -3.35 -0.90 3.20 0.0932
H -4.54 -0.67 1.89 0.1054
H -3.35 0.59 2.23 0.0764
H -2.52 -3.02 2.22 0.0961
H -1.94 -3.08 0.53 0.0618
H -3.66 -2.93 0.86 0.1033
H -0.80 -1.40 2.03 0.0777
O 1.51 -0.75 -0.77 -0.4710
P 1.35 -2.20 -0.48 0.5448
N 0.00 -2.83 -1.18 -0.1730
C -0.24 -4.27 -1.35 -0.1782
C -1.01 -4.39 -2.68 -0.1419
C -1.69 -3.03 -2.81 -0.1390
C -0.63 -2.07 -2.29 -0.2108
N 1.18 -2.40 1.17 -0.1861
C 1.83 -1.46 2.11 -0.1951
C 1.64 -2.14 3.46 -0.1526
C 1.86 -3.61 3.10 -0.1510
C 1.12 -3.75 1.77 -0.1824
N 2.62 -3.20 -0.89 -0.1861
C 2.86 -3.50 -2.31 -0.1878
C 4.14 -2.74 -2.64 -0.1557
C 4.97 -2.97 -1.37 -0.1538
C 3.93 -2.92 -0.24 -0.1737
H -0.84 -4.66 -0.53 0.1075
H 0.69 -4.83 -1.37 0.1030
H -1.72 -5.21 -2.66 0.1171
H -0.31 -4.56 -3.50 0.1128
H -2.57 -2.97 -2.18 0.1038
H -1.98 -2.79 -3.84 0.1261
H -1.07 -1.14 -1.94 0.0371
H 0.09 -1.82 -3.08 0.1282
H 1.39 -0.46 2.05 0.1032
H 2.90 -1.35 1.91 0.1008
H 0.63 -1.98 3.83 0.1139
H 2.35 -1.77 4.20 0.1188
H 1.48 -4.30 3.85 0.1163
H 2.93 -3.80 2.96 0.1118
H 0.08 -4.04 1.93 0.1079
H 1.58 -4.49 1.11 0.1079
H 2.01 -3.21 -2.93 0.1080
H 3.02 -4.58 -2.43 0.1250
H 3.91 -1.67 -2.75 0.1067
H 4.63 -3.10 -3.54 0.1170
H 5.75 -2.22 -1.23 0.1112
H 5.44 -3.95 -1.41 0.1139
H 3.92 -1.94 0.23 0.0846
H 4.13 -3.67 0.53 0.1153
```

Summary:
**Energy relative to the best compared isomer or geometry (same formula, charge and spin)**: 33.35 kcal per mole
**E_tot**: -62705.3231 eV
**Net charge**: +1
**E_LUMO**: -1.8046 eV

=====

Record 2
A 4-piece molecular cluster, C2H13NO4 overall in a non-equilibrium geometry. Source: the Open Molecules 2025 dataset; level of theory: wB97M-V/def2-TZVPD.

The geometry in XYZ format:
```
20
Properties=species:S:1:pos:R:3:lowdin_charge:R:1
C 2.46 2.24 0.32 -0.1273
N 1.69 1.08 -0.10 -0.1220
C 0.41 1.02 0.41 -0.3218
O -0.73 1.59 -0.36 -0.0916
H 2.19 2.61 1.38 0.1036
H 3.51 2.09 0.18 0.0675
H 2.28 3.08 -0.38 0.0746
H 2.18 0.33 0.30 0.0877
H 0.51 1.36 1.49 0.1209
H 0.13 -0.05 0.55 0.1230
H -0.30 2.14 -1.09 0.1053
O 0.83 -3.36 -3.12 -0.0364
H 0.07 -2.81 -3.26 0.0114
H 1.59 -2.84 -2.91 0.0246
O 0.04 -3.20 2.15 -0.0998
H -0.71 -3.20 2.79 0.0485
H -0.57 -3.52 1.44 0.0522
O -4.20 1.26 0.65 -0.0495
H -3.36 1.10 0.28 -0.0189
H -4.12 2.16 1.03 0.0481
```

Summary:
**SMILES string**: CNCO.O.O.O
**Energy relative to the best compared isomer or geometry (same formula, charge and spin)**: 47.39 kcal per mole
**E_tot**: -11963.4114 eV
**E_LUMO**: 0.4838 eV

=====

Record 3
One molecule with the formula C22H21N5O5S2 in a non-equilibrium geometry. Source: the Open Molecules 2025 dataset; level of theory: wB97M-V/def2-TZVPD.

The geometry in XYZ format:
```
55
Properties=species:S:1:pos:R:3:lowdin_charge:R:1
C -10.55 0.14 -0.94 -0.0790
O -9.71 -0.57 -0.05 -0.0719
C -8.39 -0.29 -0.02 -0.2708
C -7.76 0.67 -0.81 -0.0076
C -6.40 0.87 -0.71 -0.0133
C -5.62 0.13 0.19 -0.2258
C -4.20 0.31 0.34 -0.0198
C -3.41 1.13 -0.38 0.0088
C -1.97 1.29 -0.25 -0.4289
O -1.31 1.86 -1.12 0.0592
N -1.39 0.78 0.89 0.0751
C -0.05 0.77 1.25 -0.7865
S 0.29 0.04 2.69 0.7016
N 0.79 1.35 0.38 0.0905
C 2.16 1.52 0.39 -0.2095
C 2.71 2.13 -0.74 0.0097
C 4.07 2.34 -0.83 -0.0471
C 4.89 1.95 0.22 -0.2859
S 6.65 2.10 0.03 0.6654
O 6.98 3.23 -0.79 -0.2789
O 7.30 1.94 1.29 -0.2801
N 7.01 0.75 -0.93 -0.0396
C 6.55 -0.49 -0.56 -0.3774
C 6.70 -0.95 0.77 0.0062
C 6.22 -2.20 1.05 0.0504
C 5.63 -2.92 -0.01 -0.3521
O 5.15 -4.14 0.24 -0.0621
C 4.57 -4.83 -0.85 -0.0795
N 5.53 -2.43 -1.23 0.0826
N 5.98 -1.23 -1.50 0.0837
C 4.36 1.36 1.35 -0.0464
C 3.00 1.14 1.44 -0.0181
C -6.27 -0.82 0.98 -0.0236
C -7.63 -1.03 0.88 0.0068
H -10.55 1.21 -0.72 0.0974
H -11.55 -0.26 -0.78 0.0951
H -10.26 -0.02 -1.98 0.0975
H -8.32 1.27 -1.52 0.1056
H -5.94 1.62 -1.33 0.1100
H -3.76 -0.32 1.11 0.1119
H -3.82 1.72 -1.18 0.1123
H -1.99 0.36 1.58 0.0946
H 0.30 1.72 -0.45 0.1106
H 2.06 2.43 -1.55 0.1221
H 4.52 2.81 -1.70 0.1181
H 6.89 0.94 -1.92 0.1200
H 7.18 -0.32 1.49 0.1041
H 6.28 -2.64 2.03 0.1223
H 3.72 -4.27 -1.25 0.0892
H 4.26 -5.79 -0.47 0.0900
H 5.31 -4.95 -1.66 0.0890
H 5.02 1.08 2.15 0.1144
H 2.59 0.68 2.32 0.0226
H -5.70 -1.41 1.68 0.1158
H -8.13 -1.77 1.48 0.1210
```

Summary:
**SMILES string**: COc1ccc(/C=C/C(=O)NC(=S)Nc2ccc(S(=O)(=O)Nc3ccc(OC)nn3)cc2)cc1
**E_tot**: -62512.2100 eV
**E_LUMO**: -0.7295 eV

=====

Record 4
C3H3I3 as an isolated structure in a non-equilibrium geometry. Source: the Open Molecules 2025 dataset; level of theory: wB97M-V/def2-TZVPD.

The geometry in XYZ format:
```
9
Properties=species:S:1:pos:R:3:lowdin_charge:R:1
C -0.36 0.28 -0.43 -0.6946
C 1.55 -0.90 -0.31 -1.3588
C -1.21 0.21 0.80 -0.2507
I 0.11 2.17 -1.20 0.7248
I 3.10 0.29 -0.79 0.7184
I 1.20 -2.76 -1.18 0.6634
H -1.14 -0.77 1.04 0.0134
H -2.35 0.43 0.64 0.1222
H -0.91 1.05 1.43 0.0619
```

Summary:
**Energy relative to the best compared isomer or geometry (same formula, charge and spin)**: 130.62 kcal per mole
**E_tot**: -27454.9769 eV
**E_LUMO (spin up / spin down)**: -0.9457 / -1.3199 eV

=====

Record 5
A 2-piece molecular cluster, CH3Br2P overall in a non-equilibrium geometry. Source: the Open Molecules 2025 dataset; level of theory: wB97M-V/def2-TZVPD.

The geometry in XYZ format:
```
7
Properties=species:S:1:pos:R:3:lowdin_charge:R:1
C 0.20 -0.25 0.37 -0.3715
P -0.40 1.39 0.70 0.3468
Br -2.15 -1.30 1.77 -0.1176
Br 1.33 2.40 -0.26 0.2095
H 0.94 -0.68 1.02 0.0148
H -0.08 -0.81 -0.51 0.0133
H -1.23 1.48 -0.43 -0.0954
```

Summary:
**Energy relative to the best compared isomer or geometry (same formula, charge and spin)**: 75.74 kcal per mole
**E_tot**: -150457.4387 eV
**E_LUMO (spin up / spin down)**: -2.8851 / -2.8721 eV

=====

Record 6
A 2-piece molecular cluster, C2BrNO6 overall in a non-equilibrium geometry. Source: the Open Molecules 2025 dataset; level of theory: wB97M-V/def2-TZVPD.

The geometry in XYZ format:
```
10
Properties=species:S:1:pos:R:3:lowdin_charge:R:1
C -5.95 0.87 -0.39 -0.6664
C 10.48 -1.28 0.33 -0.9474
N -8.24 0.17 -0.25 -0.2073
O -7.27 0.32 0.56 -0.0821
O 10.24 -1.70 -0.71 0.0294
O -5.01 0.89 0.36 0.0381
O 10.80 -1.38 1.43 0.0300
O -6.29 0.98 -1.52 0.0400
O -9.37 0.08 0.24 -0.1223
Br 10.61 1.06 -0.05 -0.1119
```

Summary:
**Energy relative to the best compared isomer or geometry (same formula, charge and spin)**: 0.00 kcal per mole
**E_tot**: -85893.0767 eV
**Net charge**: -2
**E_LUMO**: 4.9536 eV

=====

Record 7
C4H6FNS2 as an isolated structure in a non-equilibrium geometry. Source: the Open Molecules 2025 dataset; level of theory: wB97M-V/def2-TZVPD.

The geometry in XYZ format:
```
14
Properties=species:S:1:pos:R:3:lowdin_charge:R:1
C 1.10 -0.51 -0.25 -0.8346
C -0.37 -0.08 0.03 -0.6501
C -0.41 1.37 -0.63 -0.4298
C -1.02 0.27 1.36 -0.2740
H 0.44 -2.36 -0.88 0.2535
H 2.31 -1.84 -0.74 0.0778
H 0.47 1.91 -0.25 0.0310
H -0.59 1.66 -1.72 0.1094
H -0.60 0.73 2.35 0.1331
H -1.68 -0.56 1.44 0.0574
N 1.38 -1.53 -1.01 0.0666
F -1.28 -0.97 -0.56 -0.0431
S 2.21 0.41 0.60 0.6705
S -1.97 1.51 0.26 0.8323
```

Summary:
**Energy relative to the best compared isomer or geometry (same formula, charge and spin)**: 60.95 kcal per mole
**E_tot**: -30120.3986 eV
**E_LUMO**: 0.0909 eV